Entry 1:
A structure of composition C27H35ClN4O4P2Pd at a distorted geometry. Source: the Open Molecules 2025 dataset; level of theory: ωB97M-V/def2-TZVPD.

Last column: Mulliken charge in e.
Atoms and positions in Å:
Pd 1.330 2.579 0.247  -0.04
C 3.216 -2.150 3.367  -0.57
C 2.910 -1.829 2.089  -0.85
C 1.552 -1.840 1.452  -1.03
C 0.680 -0.600 1.669  2.46
C 0.188 -0.357 3.064  -0.41
C 0.274 -1.178 4.113  -0.63
C 0.855 -2.566 4.133  -0.86
C 2.387 -2.706 4.422  -0.30
C 3.033 2.240 1.261  -0.95
H 3.994 -1.463 3.831  0.07
H 3.665 -1.675 1.306  0.48
H 0.948 -2.735 1.706  0.70
H 1.762 -1.784 0.377  0.53
H 1.179 0.354 1.329  -0.88
H -0.207 -0.726 1.002  0.09
H -0.371 0.621 3.167  0.19
H -0.276 -0.981 5.049  0.41
H 0.697 -3.102 3.177  0.12
H 0.358 -3.126 4.948  0.52
H 2.673 -2.227 5.365  0.37
H 2.656 -3.765 4.474  0.38
H 3.519 1.230 1.161  0.21
H 2.358 2.106 2.212  0.21
H 3.795 3.029 1.572  0.35
P -1.680 2.091 -0.747  0.08
P 0.375 -0.237 -2.649  0.08
N -3.209 1.964 0.228  0.22
N -2.263 3.547 -1.631  0.55
N -0.558 -1.784 -2.387  0.41
N 1.089 -0.832 -4.184  0.22
C -2.182 0.810 -1.988  -0.77
C -1.149 0.745 -3.171  -1.07
C -3.087 1.742 1.605  -0.12
C -4.330 1.431 2.145  -0.62
C -5.265 1.405 1.056  -0.59
C -4.544 1.705 -0.106  0.11
C -1.548 4.740 -1.547  -0.33
C -2.192 5.702 -2.299  -0.61
C -3.355 5.086 -2.862  -0.69
C -3.379 3.766 -2.426  -0.17
C -0.211 -2.529 -1.261  -0.16
C -0.999 -3.661 -1.161  -0.58
C -1.888 -3.626 -2.281  -1.02
C -1.602 -2.468 -3.003  -0.44
C 0.625 -1.702 -5.184  -0.06
C 1.214 -1.368 -6.406  -0.57
C 2.135 -0.293 -6.150  -0.53
C 2.069 -0.019 -4.794  -0.14
H -3.218 0.905 -2.366  0.34
H -2.153 -0.163 -1.468  0.55
H -1.613 0.307 -4.081  0.49
H -0.763 1.751 -3.427  0.50
H -2.130 1.839 2.099  0.45
H -4.541 1.298 3.197  0.46
H -6.338 1.243 1.096  0.46
H -4.853 1.764 -1.138  0.30
H -0.632 4.801 -0.973  0.32
H -1.855 6.707 -2.471  0.45
H -4.072 5.507 -3.546  0.45
H -4.046 2.941 -2.628  0.28
H 0.548 -2.166 -0.604  -0.23
H -1.001 -4.351 -0.330  0.48
H -2.713 -4.296 -2.503  0.44
H -2.021 -2.034 -3.902  0.65
H -0.043 -2.506 -4.934  0.62
H 1.019 -1.844 -7.358  0.46
H 2.779 0.188 -6.873  0.47
H 2.646 0.664 -4.193  0.47
O 6.534 -0.299 5.677  -0.49
Cl 5.575 -1.233 6.231  1.67
O 5.899 -2.596 5.804  -0.50
O 5.521 -1.119 7.680  -0.41
O 4.231 -0.868 5.719  -0.40

Cartesian forces, eV/Å:
-0.15 -0.15 -0.28
0.75 3.37 -0.88
0.14 -0.90 0.37
-0.26 -0.34 -0.85
-0.05 0.70 0.04
-0.76 0.70 0.39
-0.64 -0.25 0.13
0.49 -1.32 0.35
-1.30 0.08 0.35
0.09 -0.41 2.59
0.40 -1.66 -1.08
0.25 0.83 0.99
0.49 0.61 -0.96
0.05 -0.51 0.28
-0.15 -0.96 0.08
0.30 0.16 0.30
0.66 -1.05 0.16
0.51 0.57 -0.53
-0.33 0.17 1.28
0.03 0.19 -0.55
-0.42 -0.45 -0.18
-0.26 -0.09 0.31
-0.37 1.07 -0.38
0.99 0.24 -1.06
-1.04 -0.87 -0.98
-2.62 2.05 -1.80
-2.39 -2.88 -0.07
0.57 -1.17 1.64
1.50 -0.86 0.94
1.39 0.50 1.21
0.76 1.03 -1.27
0.80 -0.63 -0.30
0.33 0.20 -0.29
0.20 0.59 -1.90
-2.61 -0.18 -1.28
0.97 0.03 2.16
1.66 0.41 0.11
-0.32 0.52 -0.50
0.01 -0.99 0.19
0.32 -1.24 0.53
0.23 0.51 -0.23
-0.59 -0.61 -0.12
0.10 1.17 -0.43
0.11 1.18 -0.36
-0.15 -0.10 -0.06
0.28 1.12 1.36
1.91 1.93 -0.23
-1.35 -2.09 -1.65
-1.41 -0.96 1.28
0.66 0.26 0.12
-0.08 0.19 0.01
0.24 0.29 0.57
-0.42 -0.29 -0.04
0.02 0.00 -0.03
-0.02 -0.10 -0.12
0.30 -0.03 0.07
-0.19 -0.02 0.18
-0.11 -0.03 -0.03
0.00 0.09 0.10
-0.03 0.16 0.08
-0.03 0.35 -0.25
0.06 -0.09 -0.04
0.09 -0.07 -0.24
0.36 0.04 -0.02
-0.28 -0.33 0.13
-0.20 -0.10 0.05
0.11 -0.02 0.15
-0.02 -0.07 0.11
0.04 0.19 0.04
-1.42 -0.81 0.83
3.53 -1.63 -1.66
-1.10 2.34 1.02
-0.83 0.14 -0.95
0.23 0.29 1.11

Output
Relative energy (zero: lowest compared OMol25 entry of this formula, charge and spin): 339.3 kJ/mol
LUMO (spin up / spin down): -5.878 / -9.570 eV
Spin multiplicity: 5
Frontier orbital gap (spin up / spin down): 0.2426 / 0.1063 Ha
Net charge: +2
HOMO level (spin up / spin down): -12.5 / -12.5 eV


Entry 2:
A structure of composition C10H12N at a distorted geometry. Source: the Open Molecules 2025 dataset; level of theory: ωB97M-V/def2-TZVPD.

Last column: natural (NBO) charge in e.
Atoms and positions in Å:
C -2.850 -0.152 -0.256  0.25
C 3.214 -0.538 -0.506  -0.39
C 3.020 -0.044 0.935  -0.37
C 0.989 0.840 -0.613  -0.11
C 0.027 1.526 0.454  -0.35
C 0.464 -0.648 -0.294  -0.24
C -1.303 1.846 -0.045  0.05
C 1.851 -0.218 0.026  -0.09
C -0.482 0.059 0.552  0.25
C -3.155 -1.451 0.249  -0.72
N -1.725 0.504 -0.048  -0.32
H -3.573 0.349 -0.717  0.21
H 3.651 0.019 -1.346  0.24
H 3.392 -1.622 -0.820  0.24
H 3.119 -0.771 1.828  0.25
H 3.240 0.911 1.239  0.23
H 0.932 1.328 -1.639  0.27
H 0.650 2.225 1.046  0.28
H 0.066 -1.362 -0.884  0.24
H -1.937 2.706 -0.383  0.25
H -4.203 -1.818 -0.002  0.28
H -2.316 -2.135 -0.137  0.26
H -3.071 -1.552 1.362  0.29

Cartesian forces, eV/Å:
2.64 0.18 1.59
-0.05 -1.76 -0.95
-0.68 -4.17 0.94
-1.09 0.29 -1.11
1.60 0.42 -0.30
0.94 2.49 2.38
-1.42 -0.27 -1.31
-0.23 1.60 -1.98
0.57 0.13 1.69
0.37 -3.09 0.65
-0.42 0.68 0.19
-2.83 2.39 -1.99
-0.30 0.56 0.87
-0.18 1.31 1.44
-0.03 0.97 -1.83
0.67 2.23 0.20
0.68 -1.14 1.28
-0.98 -0.70 0.28
-0.33 -2.45 -2.30
0.83 -0.91 0.65
1.62 0.49 -0.09
-1.44 0.34 0.46
0.07 0.40 -0.75

Output
Relative energy (zero: lowest compared OMol25 entry of this formula, charge and spin): 818.4 kJ/mol
LUMO (spin up / spin down): -5.131 / -5.382 eV
Frontier orbital gap (spin up / spin down): 0.2621 / 0.2423 Ha
Net charge: +1
HOMO level (spin up / spin down): -12.3 / -12.0 eV


Entry 3:
A cluster of 2 separate species, C2H10N in total at a distorted geometry. Source: the Open Molecules 2025 dataset; level of theory: ωB97M-V/def2-TZVPD.

Last column: natural (NBO) charge in e.
Atoms and positions in Å:
N 0.005 -1.198 -2.159  -1.34
H -0.135 -0.528 -2.963  0.32
H 0.377 -0.672 -1.350  0.39
H 0.646 -2.047 -2.188  0.31
H -0.943 -1.569 -1.919  0.35
C 0.553 0.211 1.309  -0.63
C -0.534 1.256 1.333  -0.61
H 1.362 0.429 0.615  0.19
H 1.059 0.085 2.253  0.21
H 0.264 -0.791 0.982  0.20
H -0.225 2.234 1.698  0.21
H -1.356 0.916 1.970  0.21
H -0.983 1.372 0.344  0.20

Cartesian forces, eV/Å:
-0.33 -0.26 0.90
0.53 -0.33 -0.33
-0.32 0.23 0.04
0.02 0.21 -0.87
0.08 0.14 0.18
0.92 -0.35 -0.37
-0.85 -0.44 -0.09
0.14 0.51 -0.21
-0.02 -0.01 0.54
-0.61 0.06 0.23
0.24 -0.05 -0.06
0.08 0.11 0.07
0.11 0.17 -0.04

Output
Relative energy (zero: lowest compared OMol25 entry of this formula, charge and spin): 0.0 kJ/mol
LUMO (spin up / spin down): 1.357 / 0.642 eV
Spin multiplicity: 2
Frontier orbital gap (spin up / spin down): 0.2048 / 0.4623 Ha
HOMO level (spin up / spin down): -4.2 / -11.9 eV